[1]
DFT (ωB97M-V/def2-TZVPD) results for a cluster of 2 separate species, C3H10SSi in total.

```
15
Properties=species:S:1:pos:R:3:forces:R:3
H -0.374502 -2.196864 -1.974352 0.682 0.113 0.371
Si -0.712213 -2.527575 -0.565699 -1.572 2.063 -1.359
H -1.577850 -3.625425 -0.761303 -0.381 -1.493 0.254
H -0.965123 1.916722 0.607697 -0.989 0.585 -0.976
H 0.682507 1.865965 -1.111001 1.670 -1.566 1.089
H -0.240604 2.013080 2.307826 -0.552 -0.675 -0.585
H 1.426964 0.185705 -1.162284 -0.749 0.126 0.712
C 0.874556 1.006818 0.891167 2.769 0.959 0.079
H 1.675123 0.888249 1.658583 -0.730 -0.397 -0.561
H 0.185371 -2.529691 0.535632 1.037 -0.373 0.454
H 2.433878 1.354720 -0.632191 -0.455 0.704 0.639
S -2.128439 -1.036228 0.168011 -0.404 0.129 0.540
H -2.450141 -0.064253 -0.708687 0.504 -0.533 -0.329
C 1.367364 1.098715 -0.516255 -0.913 -0.054 -2.901
C -0.196890 1.650064 1.262856 0.084 0.413 2.574
```
Forces are in eV/Å.

Output
* HOMO-LUMO gap: 9.7 eV
* net charge: 0
* ΔE to the lowest compared entry with this formula, charge and spin: 1.3173 eV
* E_tot: -807.89606 Ha
* structure (SMILES): [SiH3]S.C=CC

Löwdin atomic charge list, values in e, 2 entries: atom 1 (H): -0.093, atom 2 (Si): 0.316

=====

[2]
DFT (ωB97M-V/def2-TZVPD) results for a cluster of 4 separate species, C4H6N4 in total.

```
14
Properties=species:S:1:pos:R:3:forces:R:3
H 3.164933 -0.864882 0.254978 1.057 -0.306 1.072
C 1.546115 -0.779753 -0.916396 0.824 1.067 0.541
H -2.970236 2.004530 -1.055249 1.870 -3.979 2.419
H -0.963520 0.704162 -1.157147 -4.737 0.556 1.624
N -1.003031 0.473853 1.314426 3.084 -2.634 1.181
C 1.390236 -0.219851 1.334717 -3.136 0.081 -4.543
C -2.276995 0.837966 -0.515543 -0.217 -2.310 -3.811
C 0.109712 0.005838 0.507841 3.785 1.471 4.780
N 2.206985 -0.633210 0.312350 -0.317 -1.418 -1.428
N 0.381392 -0.212257 -0.768104 -1.372 -1.462 -1.507
H 1.635679 -0.225137 2.384747 0.017 0.191 -0.218
N -2.135355 0.571258 0.932343 -2.512 3.569 -2.079
H -2.996430 -0.413231 -0.717969 1.862 4.002 -0.272
H 1.910513 -1.249285 -1.910996 -0.207 1.172 2.242
```
Forces are in eV/Å.

Output
* HOMO-LUMO gap: 8.6 eV
* net charge: 0
* ΔE to the lowest compared entry with this formula, charge and spin: 7.9211 eV
* E_tot: -374.77027 Ha

Löwdin atomic charge list, values in e, 2 entries: atom 1 (H): 0.126, atom 2 (C): -0.147

=====

Number 1: HOMO -8.88 eV. Number 2: HOMO -8.07 eV.